A 14-piece molecular cluster, C22H58N14O28 overall. Source: the OMol25 dataset; level of theory: ωB97M-V with the def2-TZVPD basis set.

Positions of all 122 atoms, in Å:
C 0.94519 -2.00919 1.48414
C -0.35933 -1.22549 1.40977
C -1.09668 -1.41175 0.09013
C -1.20716 -0.09811 -0.66473
C -2.01308 0.95253 0.07877
C -3.41666 1.11802 -0.47239
O -3.99952 -0.15339 -0.77549
C -4.84265 -0.63531 0.16461
O -4.73754 -0.39185 1.38222
C -5.88741 -1.51380 -0.44767
C -6.81018 -2.14151 0.58336
N -8.18934 -2.25289 0.12963
H 1.71822 -1.37014 1.09381
H 0.90060 -2.93868 0.95387
H 1.20253 -2.15905 2.51637
H -0.11012 -0.19151 1.55767
H -1.01488 -1.48415 2.22135
H -2.09986 -1.77512 0.25763
H -0.60684 -2.13322 -0.53690
H -1.60897 -0.27079 -1.64583
H -0.19759 0.25443 -0.77459
H -1.49151 1.89297 0.04828
H -2.13397 0.70397 1.11431
H -3.36175 1.67241 -1.39303
H -4.01317 1.67026 0.23124
H -5.34707 -2.24960 -1.01502
H -6.42156 -0.89072 -1.14507
H -6.45292 -3.12221 0.81206
H -6.82259 -1.54165 1.47364
H -8.27085 -2.87236 -0.66140
H -8.54113 -1.33891 -0.10605
C -10.80679 -1.47556 2.12748
N -12.12169 -1.22238 2.77181
O -12.58761 -0.09987 2.71297
O -12.65073 -2.16996 3.32962
H -10.46235 -0.55499 1.68237
H -10.12511 -1.81796 2.89884
H -10.95246 -2.24048 1.37052
C 4.56556 -2.88960 3.45934
N 3.21759 -3.52320 3.49143
O 3.04474 -4.51895 2.80997
O 2.36797 -2.98882 4.17916
H 5.19243 -3.46665 2.80594
H 4.44115 -1.87582 3.09100
H 4.95010 -2.88740 4.47474
C 3.36555 1.00851 -3.06510
N 2.33207 0.36667 -2.20888
O 2.29687 -0.84851 -2.16882
O 1.58617 1.10806 -1.59320
H 3.94758 0.22993 -3.54163
H 2.84694 1.61842 -3.79798
H 3.98458 1.62296 -2.41987
C 6.28856 -3.58828 -0.66814
N 7.18864 -2.91058 0.30650
O 6.85156 -2.88255 1.47782
O 8.21551 -2.42671 -0.13493
H 5.42472 -3.96619 -0.13438
H 6.00386 -2.84764 -1.40979
H 6.85423 -4.39430 -1.12475
C -6.21379 5.71500 -3.01028
N -5.35411 6.92429 -2.87690
O -4.14380 6.77220 -2.94031
O -5.91369 7.98883 -2.71478
H -5.58011 4.85367 -3.14607
H -6.79877 5.63363 -2.09915
H -6.85544 5.86315 -3.87058
C -1.00726 7.89815 -2.26824
N 0.33413 7.31298 -2.54521
O 0.64826 7.12898 -3.70657
O 1.03721 7.05910 -1.58498
H -1.51043 8.06853 -3.21050
H -1.55699 7.19010 -1.65755
H -0.84844 8.82910 -1.73347
C 9.50278 0.50897 -1.44460
N 8.16986 0.77521 -2.05768
O 7.78999 1.92756 -2.08043
O 7.56210 -0.18390 -2.50279
H 9.90771 1.45282 -1.10253
H 9.36086 -0.18211 -0.61993
H 10.13117 0.06694 -2.21123
C 4.25359 6.32332 -2.03597
N 5.41645 5.40368 -2.18580
O 5.23460 4.21493 -1.99780
O 6.47842 5.91150 -2.49322
H 3.37802 5.74917 -1.76334
H 4.50698 7.03878 -1.26095
H 4.11067 6.82094 -2.98926
C -4.04441 3.21628 -5.69203
N -5.49682 2.88128 -5.74337
O -5.83303 1.90210 -6.37429
O -6.25271 3.62633 -5.13865
H -3.50241 2.47631 -6.26675
H -3.92388 4.20888 -6.11423
H -3.74263 3.20182 -4.64923
C 10.29606 -3.91195 1.49721
N 11.56569 -4.66458 1.29501
O 11.55460 -5.86819 1.47471
O 12.54024 -4.01703 0.95711
H 9.52549 -4.61336 1.79393
H 10.47451 -3.17627 2.27456
H 10.05298 -3.43266 0.56165
C -8.34440 2.32511 2.93977
N -9.31999 1.56432 3.77084
O -9.29066 0.34706 3.70059
O -10.07632 2.21446 4.46235
H -7.73982 1.61786 2.38445
H -8.91574 2.96559 2.27527
H -7.73423 2.91575 3.61492
C -9.72906 -4.38267 5.07591
N -8.53175 -4.06800 4.24346
O -8.59108 -3.09060 3.51862
O -7.57741 -4.81372 4.34256
H -10.49377 -3.64009 4.87863
H -10.06603 -5.37513 4.79555
H -9.41571 -4.36027 6.11449
C 15.32691 -5.78260 1.50968
N 16.72498 -6.13566 1.13031
O 16.98528 -6.23150 -0.05457
O 17.51536 -6.30443 2.04062
H 14.74041 -5.66281 0.60924
H 14.94165 -6.59169 2.12155
H 15.36596 -4.85676 2.07356

Properties
Charge: 0
E_LUMO in eV: -0.78
E_HOMO in eV: -9.5
E in eV: -101909.241
Strongest force on any atom in Eh/bohr: 0.0610


C37H37Cl3O2P2Pd as an isolated structure. Source: the OMol25 dataset; level of theory: ωB97M-V with the def2-TZVPD basis set.

Positions of all 82 atoms, in Å:
Pd -0.93502 0.36244 0.97172
C 3.14574 1.33456 -0.80194
C 2.50366 1.00944 -1.93025
C 2.89049 -0.13300 -2.80821
C 3.37029 -1.44290 -2.09294
C 2.72545 -1.80185 -0.78154
C 2.99961 -1.23389 0.39836
C 4.27100 -0.45399 0.61495
C 4.43426 0.75381 -0.33939
C -2.58511 -0.45799 2.01312
H 2.83407 2.17845 -0.19924
H 1.84487 1.73982 -2.41824
H 3.68943 0.18136 -3.49813
H 2.05315 -0.38796 -3.46630
H 3.16260 -2.26433 -2.80455
H 4.46171 -1.37274 -1.98807
H 2.10815 -2.70175 -0.84076
H 2.40837 -1.43852 1.29207
H 5.17109 -1.09350 0.48314
H 4.28572 -0.10606 1.65499
H 4.98145 1.53929 0.21469
H 5.03867 0.47876 -1.20730
H -2.64308 0.35075 2.76381
H -2.51397 -1.43375 2.52240
H -3.45481 -0.40690 1.34201
P -0.35698 1.03225 -1.14550
P -0.66128 -1.88775 0.95461
C 0.08152 -0.66044 -1.53831
C -0.15396 -1.79435 -0.77690
C -1.29917 1.55900 -2.61412
C -0.82948 1.32512 -3.92404
C -1.48693 1.92757 -5.00456
C -2.64628 2.68942 -4.81347
C -3.18072 2.79839 -3.52501
C -2.54204 2.20102 -2.44698
C 0.44667 2.55861 -0.43995
C 0.92046 2.52548 0.89784
C 1.55689 3.62254 1.46912
C 1.75899 4.77796 0.71309
C 1.26955 4.83867 -0.59042
C 0.58180 3.75971 -1.16358
C -1.83290 -3.25928 0.87769
C -2.89600 -3.15702 -0.04395
C -3.73627 -4.24774 -0.25911
C -3.52869 -5.44221 0.44606
C -2.51682 -5.52317 1.41289
C -1.66117 -4.43818 1.62856
C 0.28519 -2.13074 2.51128
C 0.00095 -1.27481 3.60145
C 0.77226 -1.31196 4.76218
C 1.89337 -2.14756 4.83107
C 2.19464 -2.98121 3.74335
C 1.32546 -3.07578 2.65175
H 0.42537 -0.78790 -2.56502
H -0.11844 -2.79503 -1.22470
H 0.03907 0.69217 -4.09840
H -1.08951 1.80314 -6.01166
H -3.14348 3.17675 -5.65524
H -4.10327 3.35032 -3.35187
H -3.00278 2.21170 -1.46898
H 0.87002 1.57590 1.46064
H 1.93223 3.55236 2.48994
H 2.30040 5.61516 1.14301
H 1.43382 5.73609 -1.19313
H 0.17095 3.81708 -2.18221
H -3.01882 -2.24595 -0.62630
H -4.54705 -4.18073 -0.98570
H -4.17255 -6.30329 0.26302
H -2.39102 -6.43722 1.99946
H -0.83305 -4.52577 2.33176
H -0.82769 -0.57049 3.53357
H 0.51032 -0.66554 5.60696
H 2.52747 -2.12718 5.71266
H 3.12251 -3.55763 3.73625
H 1.49623 -3.84074 1.88961
Cl -5.04477 4.13499 -0.16621
C -4.28087 3.48530 1.31201
Cl -3.32082 4.72179 2.09817
Cl -5.49598 2.80808 2.42205
C -3.35602 2.22296 0.84250
O -3.95450 1.38024 0.15313
O -2.13464 2.27035 1.22523

Properties
Charge: +2
E_LUMO (alpha / beta) in eV: -5.71 / -9.85
E_HOMO (alpha / beta) in eV: -11.5 / -13.9
E in eV: -102664.102
Multiplicity: 5
Strongest force on any atom in Eh/bohr: 0.0715


C17H26BrCl12InNO3 as an isolated structure. Source: the OMol25 dataset; level of theory: ωB97M-V with the def2-TZVPD basis set.

Positions of all 61 atoms, in Å:
C 3.29046 -4.38282 -0.58655
C 2.29575 -3.34156 -0.00531
C 1.79308 -3.92003 1.34090
C 2.93328 -1.98310 0.32132
C 3.04073 -0.98771 -0.85314
C 3.45827 -1.62583 -2.18854
C 3.99665 0.17880 -0.46080
O 3.34622 1.42416 -0.41464
In 2.40342 1.86092 1.38775
Br 3.33363 0.31014 3.28289
C 2.78871 3.95052 2.06075
O 4.06708 3.99001 2.70660
O 5.02162 3.40604 1.82269
C 0.21806 1.42357 1.17286
C -0.27600 1.01313 -0.06866
C -1.62116 0.69456 -0.23107
C -2.41764 0.85695 0.90202
C -1.83156 1.30953 2.07184
N -0.54017 1.58349 2.28091
H 2.98312 -4.64787 -1.60154
H 4.28053 -3.93684 -0.65605
H 3.30518 -5.28105 0.02858
H 1.40112 -3.21818 -0.62024
H 2.68416 -4.07697 1.96006
H 1.31468 -4.89396 1.21845
H 1.17717 -3.20442 1.88556
H 2.26350 -1.50983 1.04560
H 3.87996 -2.10584 0.85440
H 2.05447 -0.53829 -0.98682
H 2.58071 -2.10572 -2.63524
H 3.79877 -0.84017 -2.86357
H 4.20797 -2.40686 -2.07774
H 4.54151 -0.04206 0.46650
H 4.76228 0.23844 -1.25287
H 2.76703 4.68286 1.24222
H 2.07303 4.20863 2.84112
H 4.98319 3.96712 1.03376
H 0.40704 0.94313 -0.90725
H -2.04728 0.37259 -1.16563
H -3.47683 0.63189 0.87283
H -2.46692 1.44542 2.95244
C -2.36138 -3.44502 -1.44041
Cl -1.07050 -4.60044 -1.10356
Cl -3.94419 -4.17095 -1.12572
Cl -2.15234 -1.96013 -0.50680
H -2.31638 -3.18833 -2.48956
C -5.24097 3.83452 3.32378
Cl -4.03403 2.81070 2.53913
Cl -4.47160 5.23816 4.07109
Cl -6.49852 4.35555 2.19046
H -5.71957 3.25815 4.10406
C -5.60340 -2.20006 -4.33434
Cl -6.85866 -0.99903 -4.64655
Cl -4.44710 -1.59386 -3.14670
Cl -6.32112 -3.72532 -3.81784
H -5.07165 -2.37700 -5.25949
C -3.34739 5.14872 -0.83091
Cl -2.75514 5.80196 -2.36585
Cl -4.87238 4.28810 -1.08029
Cl -2.15307 4.10019 -0.09105
H -3.53543 5.98130 -0.16583

Properties
Charge: -1
E_LUMO in eV: 1.80
E_HOMO in eV: -5.0
E in eV: -251167.072
Strongest force on any atom in Eh/bohr: 0.0314


Question: Look up the strongest force on any atom of the second one.
Answer: 0.0715 Eh/bohr